{"formula": "C8H15BrN", "method": "ωB97M-V/def2-TZVPD", "elements": ["C", "C", "C", "C", "C", "C", "C", "C", "N", "Br", "H", "H", "H", "H", "H", "H", "H", "H", "H", "H", "H", "H", "H", "H", "H"], "coordinates": [[-1.66238, 1.87525, -0.35857], [-1.76667, 0.65873, 0.18364], [-0.35356, 2.52704, -0.14611], [0.45626, 1.52411, 0.72352], [-0.30240, -2.29026, 0.47360], [0.18285, -0.80810, -1.49354], [1.90434, -0.96961, 0.42528], [0.36167, -1.04351, -0.00519], [-0.27481, 0.19557, 0.65453], [-3.30488, -0.43763, 0.15257], [-2.30967, 2.57507, -0.84412], [0.05758, 2.66560, -1.18013], [-0.61375, 3.61809, 0.09798], [1.46589, 1.46987, 0.29813], [0.50312, 1.90805, 1.76215], [-0.17535, -2.40602, 1.59432], [-1.21770, -2.53119, 0.11349], [0.34254, -3.07367, 0.11074], [-0.90214, -0.52135, -1.62211], [0.34503, -1.72765, -2.12785], [0.94285, -0.12924, -1.85365], [2.36017, -1.84898, 0.09593], [2.38439, -0.19839, -0.17589], [1.95641, -0.93707, 1.44762], [-0.37980, -0.09470, 1.67364]], "atomic_forces_ev_per_a": [[0.63, -0.53, 1.20], [1.00, 0.44, -0.84], [-0.16, 0.74, -1.55], [0.30, 1.83, -0.60], [3.53, -0.18, 2.63], [-0.87, -1.47, -0.70], [-2.69, 0.32, -3.08], [1.65, 1.21, -0.80], [-2.63, 0.56, 2.70], [0.96, 0.18, 0.26], [-1.30, -0.69, -0.15], [0.21, -0.28, 0.77], [1.05, -1.62, 0.77], [-0.44, -0.34, 0.49], [-0.05, -0.68, -0.52], [-0.68, 0.22, -1.06], [-3.03, -0.18, -0.80], [0.31, -0.46, -0.26], [1.44, 0.01, -0.53], [-0.20, 0.68, 0.99], [-0.35, 0.75, -0.24], [0.61, -1.67, -0.43], [0.12, 0.24, 0.70], [0.59, 0.58, 2.56], [-0.02, 0.32, -1.51]], "e_above_lowest_kcal_mol": 17.65, "homo_energy_ha": -0.49516, "max_force_ha_per_bohr": 0.0857, "gap_ev": 10.7, "smiles": "CC(C)(C)[N@H+]1CCC=C1Br", "charge": 1, "e_lumo_ev": -2.76}

{"formula": "C8H15ClGaNO2Sc", "method": "ωB97M-V/def2-TZVPD", "elements": ["Sc", "Cl", "C", "C", "H", "H", "H", "H", "H", "H", "Ga", "C", "C", "H", "H", "H", "H", "H", "O", "C", "C", "C", "C", "O", "N", "H", "H", "H", "H"], "coordinates": [[2.03418, -1.23805, -3.27841], [1.77859, -1.84436, -1.10705], [3.69801, -0.10655, -3.71510], [0.57819, -1.89642, -4.57719], [3.67254, 0.09191, -4.77235], [3.60697, 0.78342, -3.11412], [4.54421, -0.70534, -3.41735], [0.84178, -1.53138, -5.55409], [-0.34607, -1.48417, -4.20588], [0.59178, -2.97240, -4.50929], [-0.25545, 0.87407, 0.35309], [1.66650, 0.88580, 0.95895], [-1.12220, 2.47191, -0.13518], [2.30067, 1.33289, 0.17967], [1.77972, 1.51694, 1.85885], [2.08421, -0.10459, 1.20309], [-2.16565, 2.56583, -0.47097], [-0.61062, 3.45082, -0.05231], [0.36863, -0.00470, 3.40186], [-0.83658, -0.05186, 3.12106], [-1.99920, -0.43884, 4.05713], [-3.22594, -0.30958, 3.23955], [-2.74886, 0.11708, 1.83268], [-3.44094, 0.33992, 0.83420], [-1.36055, 0.23303, 1.86503], [-1.80314, -1.46004, 4.38695], [-1.97118, 0.25066, 4.90005], [-3.77013, -1.24774, 3.12832], [-3.88946, 0.48174, 3.58882]], "atomic_forces_ev_per_a": [[0.07, -0.45, 0.88], [-0.39, -0.41, 1.66], [0.69, 0.51, -0.45], [-0.56, -0.16, -0.77], [0.43, 0.39, -0.58], [0.21, 0.64, 0.17], [0.63, -0.10, 0.01], [-0.27, -0.01, -0.78], [-0.68, 0.12, -0.09], [-0.20, -0.57, -0.21], [1.26, 0.74, 1.91], [0.35, -0.25, -0.40], [-0.85, 1.06, -0.74], [-0.17, -0.19, 0.03], [-0.47, -0.23, -0.33], [-0.34, 0.44, -0.16], [0.50, -0.10, 0.25], [-0.08, -0.69, -0.30], [-2.44, -0.21, -0.02], [1.42, 0.02, -0.33], [1.55, 0.12, 0.31], [-0.93, 0.33, -1.34], [0.18, 0.33, -0.95], [0.92, -0.53, 1.75], [-0.44, -0.65, -0.03], [-0.01, 0.13, 0.23], [0.04, -0.22, 0.18], [-0.21, 0.16, 0.06], [-0.21, -0.20, 0.04]], "e_above_lowest_kcal_mol": 79.56, "homo_energy_ha": [-0.17560, -0.03302], "max_force_ha_per_bohr": 0.0476, "gap_ev": [7.3, 2.1], "charge": -1, "e_lumo_ev": [2.55, 1.16]}

Which formula does entry 2 have? C8H15ClGaNO2Sc